15
Properties=species:S:1:pos:R:3 method="wB97M-V/def2-TZVPD" multiplicity=1
C -1.7833 -0.2106 -0.1079
C -0.5616 0.6958 -0.2221
O -0.2553 1.3214 1.0047
C 0.6763 -0.0146 -0.8012
C 2.2559 -0.5530 1.0638
N 1.3258 -0.8765 0.1919
H -2.6306 0.3646 0.2758
H -2.0607 -0.6240 -1.0842
H -1.6053 -1.0458 0.5812
H -0.8023 1.5178 -0.9052
H 0.0118 0.6306 1.6292
H 0.4009 -0.6151 -1.6752
H 2.4972 0.5122 0.8458
H 1.4147 0.7308 -1.1081
H 0.9798 -1.8306 0.2273

***

15
Properties=species:S:1:pos:R:3 method="wB97M-V/def2-TZVPD" multiplicity=1
H 0.5773 0.0806 1.5588
N 0.5897 0.7188 0.7631
C 1.2406 0.2534 -0.2238
C 2.0725 -0.9881 -0.2380
H 1.2067 0.8408 -1.1513
H 2.1655 -1.4290 -1.2344
H 1.6889 -1.7374 0.4619
H 3.0700 -0.6817 0.0918
C -2.1446 0.2057 0.5068
C -1.2870 0.7411 -0.6114
O -1.2548 1.8794 -1.0066
H -1.8100 -0.7847 0.8383
H -3.1321 0.0967 0.0500
H -2.2148 0.8860 1.3570
H -0.7679 -0.0816 -1.1621

***

15
Properties=species:S:1:pos:R:3 method="wB97M-V/def2-TZVPD" multiplicity=1
C 0.2982 0.6160 1.3423
C -0.0285 -0.2571 0.1716
C 0.7796 -1.5077 -0.0285
N -1.2816 -0.1400 -0.3382
C -0.7591 1.1860 -1.1031
O -1.0850 2.2843 -0.6526
H 1.3714 0.6185 1.5514
H -0.2416 0.2320 2.2155
H -0.0699 1.6327 1.1487
H 0.4596 0.8757 -0.9732
H 0.7091 -1.8926 -1.0500
H 0.3610 -2.2674 0.6469
H 1.8292 -1.3658 0.2398
H -1.4788 -0.8744 -1.0169
H -0.8636 0.8597 -2.1539

***

15
Properties=species:S:1:pos:R:3 method="wB97M-V/def2-TZVPD" smiles="C/C=N/C=O.C" multiplicity=1
C 2.1192 0.0543 0.0863
C 0.8723 0.8708 -0.0034
N 0.0059 0.8802 0.9291
C -1.1081 1.7200 0.7444
O -1.0685 2.8568 0.3405
H 2.2761 -0.5083 -0.8401
H 2.0645 -0.6322 0.9336
H 2.9875 0.7128 0.2148
H 0.7216 1.4669 -0.9147
H -2.0498 1.2341 1.0504
C -1.3644 -1.7318 -0.5056
H -0.4909 -1.7022 -1.1629
H -1.0436 -1.5962 0.5301
H -2.0550 -0.9305 -0.7837
H -1.8669 -2.6948 -0.6188

***

15
Properties=species:S:1:pos:R:3 method="wB97M-V/def2-TZVPD" multiplicity=1
N -0.5811 1.5969 -0.5862
C -0.5116 0.2675 -0.0801
C 0.4879 0.0779 0.9167
C -1.8779 -0.4698 0.2586
C -1.1303 -0.8376 -0.9209
H -0.6495 1.4610 -1.5828
H 0.1934 2.1654 -0.2841
H 0.2731 -0.7035 1.6410
H 0.9126 0.9401 1.4075
H -2.5266 0.3779 0.4451
H -2.2668 -1.3486 0.7812
H -0.2848 -1.4256 -1.2586
H 1.4852 -0.3852 0.3003
H 2.8440 -1.5014 0.5355
O 2.7761 -0.6159 0.1557

***

15
Properties=species:S:1:pos:R:3 method="wB97M-V/def2-TZVPD" smiles="CC/N=C/OC" multiplicity=1
C -1.4542 1.2598 -1.3026
C -0.3345 0.2366 -1.4658
N 0.0260 -0.3692 -0.1922
C 0.9870 0.1698 0.4247
O 1.4633 -0.2661 1.5975
C 0.8789 -1.4697 2.0842
H -1.1128 2.1129 -0.7045
H -1.7795 1.6346 -2.2792
H -2.3160 0.8130 -0.7967
H 0.5298 0.7162 -1.9536
H -0.6671 -0.5665 -2.1322
H 1.5558 1.0446 0.0853
H 1.4245 -1.7164 2.9960
H 0.9839 -2.2689 1.3438
H -0.1852 -1.3305 2.2951

***

15
Properties=species:S:1:pos:R:3 method="wB97M-V/def2-TZVPD" smiles=CN1CC(O)C1 multiplicity=1
C -1.9193 -0.0212 0.2667
N -0.5008 0.0542 0.5197
C 0.3299 -1.0472 0.0115
C 1.3862 -0.0187 -0.4431
O 2.5038 0.1234 0.3940
C 0.2764 1.0360 -0.2530
H -2.3564 -0.8454 0.8405
H -2.4059 0.9075 0.5825
H -2.1515 -0.1870 -0.8041
H -0.1289 -1.5879 -0.8332
H 0.6519 -1.7724 0.7692
H 1.7761 -0.1402 -1.4552
H 2.1744 0.2265 1.2973
H 0.5705 1.9341 0.3045
H -0.2063 1.3382 -1.1974

***

15
Properties=species:S:1:pos:R:3 method="wB97M-V/def2-TZVPD" multiplicity=1
C 2.3582 -0.5401 0.0159
C 1.4633 0.6087 0.3950
C -0.2460 0.3055 -0.3873
O -0.0578 -0.2916 0.7547
N -1.5494 0.4614 -0.7055
C -2.5829 -0.2460 0.0420
H 2.1853 -0.8348 -1.0219
H 3.4072 -0.2410 0.1307
H 2.1583 -1.3981 0.6602
H 1.5364 0.8825 1.4519
H 1.6625 1.5041 -0.2008
H -1.7699 0.8121 -1.6242
H -2.4502 -1.3314 -0.0446
H -2.5213 0.0118 1.1010
H -3.5660 0.0282 -0.3448

***

15
Properties=species:S:1:pos:R:3 method="wB97M-V/def2-TZVPD" smiles=C[C@@H](O)[C@H]1CN1 multiplicity=1
C -2.0232 -0.0664 -0.0647
C -0.6488 0.6099 -0.1180
O -0.2994 1.1047 1.1682
C 0.3861 -0.3614 -0.6798
C 1.9173 -0.0178 -0.0715
N 1.0597 -1.0441 0.4013
H -2.7491 0.6175 0.3891
H -2.3683 -0.3436 -1.0666
H -1.9841 -0.9766 0.5472
H -0.7004 1.4803 -0.7789
H 0.0282 0.3253 1.6510
H 1.1935 0.0763 -1.3931
H 1.9716 0.9190 0.4569
H 2.8215 -0.3603 -0.5886
H 1.3953 -1.9627 0.1474

***

15
Properties=species:S:1:pos:R:3 method="wB97M-V/def2-TZVPD" smiles="CCC(=O)NC" multiplicity=1
C -0.7493 2.2102 -0.2116
C -0.9494 0.7244 0.0035
C 0.3431 0.0202 0.3381
O 1.4251 0.5644 0.4669
N 0.1958 -1.3300 0.3936
C 1.3371 -2.3255 -0.0319
H -0.0502 2.3890 -1.0339
H -1.7006 2.6932 -0.4443
H -0.3247 2.6677 0.6848
H -1.6704 0.5157 0.8032
H -1.3472 0.2365 -0.8989
H -0.7101 -1.7701 0.4464
H 0.9024 -2.8950 -0.8864
H 2.1527 -1.7163 -0.4463
H 1.1025 -2.2084 1.1088

***

15
Properties=species:S:1:pos:R:3 method="wB97M-V/def2-TZVPD" smiles="CC/N=C/OC" multiplicity=1
C -1.0237 -1.5083 -1.6785
C 0.1938 -1.1649 -0.8245
N -0.0269 -0.1021 0.1437
C 0.6457 0.9543 -0.0127
O 0.7403 1.9433 0.8872
C 0.2549 1.6676 2.1994
H -1.9355 -1.5437 -1.0750
H -1.1739 -0.7807 -2.4828
H -0.8823 -2.4909 -2.1430
H 1.0500 -0.9436 -1.4855
H 0.4729 -2.0469 -0.2365
H 1.2626 1.1930 -0.8869
H 0.9361 2.1705 2.8887
H 0.2429 0.5910 2.3826
H -0.7570 2.0614 2.3237

***

15
Properties=species:S:1:pos:R:3 method="wB97M-V/def2-TZVPD" smiles=CC1(N)COC1 multiplicity=1
C 1.0713 -1.0648 -0.0580
C 0.1395 0.1291 0.0060
N 0.9327 1.2564 -0.0152
C -0.9335 0.1255 -1.0733
O -1.9896 -0.0481 -0.1216
C -1.0990 -0.0157 1.0047
H 0.5112 -2.0951 0.1551
H 1.4644 -1.2202 -1.1119
H 1.9952 -0.9404 0.6695
H 1.5533 1.4155 0.7419
H 0.3918 2.1491 -0.1857
H -0.9755 1.0726 -1.5021
H -0.6872 -0.5684 -1.9038
H -1.0111 -0.9842 1.5149
H -1.3634 0.7886 1.8795

***

15
Properties=species:S:1:pos:R:3 method="wB97M-V/def2-TZVPD" multiplicity=1
C 1.9210 -0.1983 0.5596
N 0.6036 0.3496 0.3400
C 0.0855 0.2408 -1.0360
C -1.1631 -0.4122 -0.5036
O -2.3638 0.9053 0.0352
C -0.5591 -0.4590 0.7872
H 2.6701 0.4333 0.0697
H 2.1397 -0.1947 1.6324
H 2.0427 -1.2346 0.1897
H 0.6293 -0.5181 -1.6198
H 0.0289 1.1657 -1.6211
H -1.8944 -1.0180 -1.0241
H -2.0369 1.7826 -0.2246
H -1.6563 0.4985 0.9148
H -0.4687 -1.3080 1.4566

***

15
Properties=species:S:1:pos:R:3 method="wB97M-V/def2-TZVPD" multiplicity=1
C 0.9281 -0.2134 1.1945
C -2.6863 0.0074 -0.4876
N 0.4472 0.0220 -0.1414
C 1.9934 0.4398 0.3755
C 2.1317 -0.4136 -0.7340
O -1.8197 0.7437 0.3452
H -0.8904 0.8147 -0.0950
H 0.4968 0.4172 1.9688
H 1.1192 -1.2494 1.4750
H 2.2660 1.4779 0.4292
H -2.4838 0.1894 -1.5483
H -3.7035 0.3362 -0.2624
H -2.6234 -1.0663 -0.2824
H 2.2552 -1.4818 -0.5932
H 2.5694 -0.0238 -1.6439

***

15
Properties=species:S:1:pos:R:3 method="wB97M-V/def2-TZVPD" smiles="C=CN.C=CO" multiplicity=1
C 2.1502 0.4554 0.8970
C 2.2295 -0.4699 -0.0532
N 1.0540 -1.1236 -0.5337
H 1.4442 0.3701 1.7131
H 2.9393 1.1528 1.0699
H 3.1507 -0.7747 -0.5494
H 0.6185 -0.4547 -1.1486
H 1.2429 -2.0156 -0.9619
C -1.1736 0.6327 0.2944
C -2.4058 0.2805 -0.0026
O -3.1187 0.6227 -1.1223
H -0.7911 0.3223 1.2509
H -0.5236 1.2268 -0.3328
H -3.0408 -0.1725 0.7577
H -3.7758 -0.0523 -1.2784

***

15
Properties=species:S:1:pos:R:3 method="wB97M-V/def2-TZVPD" smiles="CN(C)CC=O" multiplicity=1
C 0.7502 -1.2641 -0.4732
N -0.2929 -0.3058 -0.1568
C -1.0345 0.0653 -1.3488
C 0.2132 0.8363 0.5818
C 0.0831 0.6872 2.0901
O 0.7072 1.3607 2.8748
H 1.5049 -0.8550 -1.1721
H 0.3057 -2.1493 -0.9387
H 1.2662 -1.5863 0.4368
H -1.4403 -0.8366 -1.8167
H -1.8791 0.7069 -1.0800
H -0.4193 0.5895 -2.1033
H -0.3716 1.7297 0.3177
H 1.2667 1.0857 0.3579
H -0.6596 -0.0643 2.4306

***

For reference, orbital gap by record: 9.2, 10.2, 9.2, 10.6, 6.2, 10.8, 9.9, 8.6, 9.8, 9.7, 10.7, 10.1, 8.5, 10.1, 9.5, 10.0 eV.